Entry 1:
ORCA calculation (ωB97M-V/def2-TZVPD) on C14H36BBeF4N2O6 as an isolated structure at a distorted geometry.

frontier orbital gap = 6.03 eV
net charge = +1
HOMO level = -10.701 eV
spin multiplicity = 1

Each line ends with the Mulliken charge.
CARTESIAN COORDINATES (ANGSTROEM)
Be 1.4011 0.8691 -1.2340  0.808
B 0.0393 -0.9909 1.3057  -0.318
F -0.7468 0.1781 1.2761  -0.334
F -0.6163 -1.9941 0.6460  -0.209
F 1.2957 -0.7630 0.6918  0.511
F 0.2937 -1.2409 2.6654  -0.340
C -5.0733 -1.1369 -1.5389  -0.774
O -3.7987 -0.6774 -2.0066  -0.297
C -2.6994 -1.3782 -1.5082  -0.939
C -1.4035 -0.8410 -2.1352  0.101
N -1.0119 0.4827 -1.5183  0.573
C -1.5771 1.5734 -2.3019  -0.704
C -1.0897 2.9990 -1.9259  -0.715
O 0.3382 2.9726 -1.8332  -0.181
C 0.8902 4.2819 -1.7373  -1.021
H -5.1071 -1.1611 -0.4458  0.343
H -5.3247 -2.1264 -1.9178  0.291
H -5.7275 -0.3230 -1.8409  0.248
H -2.7164 -2.4258 -1.8349  0.529
H -2.6416 -1.3551 -0.4144  0.407
H -1.3727 -0.9347 -3.2204  0.584
H -0.6006 -1.4935 -1.7911  -0.788
H -1.6519 0.3327 -0.7406  -0.024
H -2.6661 1.6192 -2.3235  0.294
H -1.1901 1.5068 -3.3222  0.390
H -1.5183 3.2839 -0.9656  0.409
H -1.4935 3.6632 -2.6906  0.539
H 1.9639 4.1984 -1.5811  0.274
H 0.5220 4.8571 -0.8847  0.380
H 0.6185 4.8545 -2.6248  0.364
C 2.0585 -2.3974 -1.5168  -0.607
O 2.5989 -1.0537 -1.4375  -0.305
C 3.7633 -1.0336 -0.6524  -0.505
C 4.3914 0.2964 -0.7581  -0.981
N 3.5103 1.4343 -0.3533  -0.095
C 3.3622 1.4530 1.1220  -0.655
C 2.2580 2.4032 1.5351  -0.907
O 1.1103 1.9802 0.8175  0.655
C 0.0233 2.8196 1.1220  -1.067
H 2.5024 -2.9768 -0.7099  0.375
H 2.4099 -2.9345 -2.4025  0.272
H 0.9778 -2.3557 -1.5782  0.144
H 4.4884 -1.8106 -0.9080  0.602
H 3.5847 -1.2490 0.4062  0.315
H 4.7359 0.3767 -1.7921  0.414
H 5.2748 0.3974 -0.1232  0.451
H 4.0488 2.1926 -0.7582  0.277
H 4.2700 1.7701 1.6384  0.529
H 3.0819 0.4461 1.4154  0.207
H 2.5609 3.4256 1.2895  0.410
H 2.0923 2.2973 2.6081  0.357
H 0.2566 3.8630 0.8843  0.369
H -0.3155 2.8647 2.1588  0.436
H -0.8245 2.5453 0.5126  -0.092
C -2.1489 -4.2635 3.4673  -0.254
C -2.3889 -2.8130 3.9718  -0.399
O -1.1990 -2.2514 4.4527  -0.637
O -1.7370 -4.3273 2.0981  -0.566
H -3.0630 -4.8553 3.4460  0.328
H -1.3298 -4.6739 4.0600  0.257
H -3.0837 -2.7209 4.8107  0.379
H -2.9051 -2.2682 3.1693  0.113
H -0.6431 -1.7444 3.8161  0.576
H -1.0572 -3.6668 1.9415  0.202

Entry 2:
ORCA calculation (ωB97M-V/def2-TZVPD) on C24H68N11O14Sr as an isolated structure at a distorted geometry.

<S²> = 0.750
frontier orbital gap (spin up / spin down) = 3.05 / 8.25 eV
HOMO level (spin up / spin down) = -3.036 / -8.250 eV
spin multiplicity = 2

Each line ends with the Löwdin spin population.
CARTESIAN COORDINATES (ANGSTROEM)
Sr -2.3823 -0.5355 18.4826  0.603
C -4.0927 2.3720 15.6990  0.002
C -3.4874 1.6374 16.8016  0.010
O -2.2895 1.3565 16.7064  0.045
O -4.1743 1.2510 17.8166  0.008
H -4.4561 1.7609 14.8729  0.001
H -3.3869 3.0841 15.2711  0.000
H -4.7710 3.0296 16.2426  0.000
C -1.0982 2.5447 19.7521  0.010
O -1.3236 1.3257 19.8766  0.023
N -1.4304 3.1871 18.7059  0.002
N -0.2493 3.1682 20.5627  0.003
H -1.7909 2.6750 17.9135  0.001
H -1.0913 4.1329 18.6031  0.000
H 0.0624 2.6534 21.3738  0.001
H 0.0606 4.0690 20.2272  0.001
C -0.1209 5.3551 14.6894  0.001
O -0.5866 6.4507 14.3854  0.000
N -0.6045 4.5509 15.6177  0.001
N 0.8635 4.8252 14.0485  0.001
H -1.5248 4.7871 15.9602  0.000
H -0.0730 3.7235 15.8480  0.003
H 1.2620 3.9558 14.3732  0.001
H 1.2039 5.3896 13.2832  0.000
C -3.9287 5.6293 17.1160  0.000
O -2.8335 5.6267 16.7009  0.000
N -4.3505 5.0593 18.1608  0.000
N -4.9563 6.1097 16.4482  0.000
H -3.7489 4.2919 18.4241  0.000
H -5.3413 5.0932 18.3542  0.000
H -4.7195 6.6074 15.6019  0.000
H -5.9069 6.0154 16.7760  0.000
C -0.5245 1.5485 12.9527  0.003
O -1.5260 1.4312 12.2812  0.002
N -0.4384 1.2277 14.2378  0.008
N 0.5884 1.9593 12.4138  0.001
H 0.4517 1.3842 14.6886  0.011
H -1.1928 0.6000 14.4767  0.013
H 0.6792 2.2413 11.4483  0.000
H 1.3026 2.0784 13.1180  0.001
C -3.6745 5.9777 13.4784  0.000
O -3.5754 6.1157 12.0100  0.000
C -2.5726 5.3309 11.4907  0.000
C -2.8799 4.8946 9.9844  0.000
N -3.5924 5.8664 9.1293  0.000
C -3.7714 5.4132 7.8313  0.000
C -4.4581 6.4230 6.9317  0.000
O -3.6560 7.4424 6.3814  0.000
C -4.2820 8.3068 5.3898  0.000
H -2.7537 5.5428 13.8671  0.000
H -4.5076 5.3884 13.8613  0.000
H -3.5503 7.0058 13.8187  0.000
H -2.4881 4.3722 12.0024  0.000
H -1.5636 5.7431 11.4809  0.000
H -3.6319 4.1111 10.0767  0.000
H -1.9262 4.4632 9.6803  0.000
H -2.9369 6.6295 9.0393  0.000
H -4.3389 4.4827 7.8161  0.000
H -2.8395 5.2306 7.2962  0.000
H -5.2842 6.7678 7.5536  0.000
H -5.0077 5.8115 6.2161  0.000
H -4.8926 7.7484 4.6803  0.000
H -3.5721 8.9438 4.8624  0.000
H -4.8508 9.0895 5.8917  0.000
C -8.3006 2.6938 14.1625  0.000
O -7.6565 1.7046 13.3525  0.000
C -7.8535 0.4078 13.7135  0.000
C -7.0018 -0.5600 12.9095  0.000
N -5.5897 -0.0708 13.0487  0.001
C -4.6622 -0.8723 12.3070  0.001
C -5.0487 -2.3616 12.1372  0.001
O -3.9956 -3.0129 11.5462  0.002
C -3.9072 -4.3695 11.8347  0.001
H -9.3642 2.7061 13.9245  0.000
H -8.0151 3.6884 13.8198  0.000
H -8.2267 2.5169 15.2355  0.000
H -8.9220 0.2119 13.6240  0.000
H -7.6756 0.3397 14.7868  0.000
H -7.4507 -0.4638 11.9209  0.000
H -7.1662 -1.5506 13.3333  0.000
H -5.6565 0.7404 12.4505  0.000
H -3.7666 -0.7964 12.9237  0.003
H -4.4769 -0.4030 11.3408  0.000
H -6.0227 -2.2909 11.6532  0.000
H -5.2281 -2.6812 13.1638  0.000
H -3.2206 -4.8050 11.1087  0.000
H -4.8309 -4.9260 11.9929  0.000
H -3.3613 -4.5056 12.7683  0.002
C -0.0914 -1.8643 21.2379  0.038
O -1.4053 -1.2100 20.9859  0.038
C -2.2071 -0.9485 22.1833  0.005
C -3.3768 0.0797 21.8685  0.003
N -4.0812 -0.0881 20.6354  0.003
C -4.7043 -1.4014 20.6062  0.008
C -5.4995 -1.7124 19.3438  0.005
O -4.7012 -1.7128 18.2409  0.045
C -5.3610 -2.4003 17.1409  0.023
H 0.7129 -1.1289 21.2186  0.005
H 0.1918 -2.6543 20.5423  0.023
H 0.0000 -2.2772 22.2425  0.001
H -1.7169 -0.5191 23.0570  0.001
H -2.5602 -1.8825 22.6205  0.001
H -2.9120 1.0649 21.9058  0.000
H -4.0728 0.1713 22.7024  0.000
H -4.5458 0.7512 20.3196  0.000
H -5.3708 -1.4000 21.4687  0.000
H -4.0953 -2.2626 20.8810  0.006
H -6.2833 -0.9601 19.2544  0.000
H -5.9139 -2.6923 19.5808  0.001
H -4.6947 -3.1865 16.7858  0.016
H -5.5595 -1.6719 16.3548  0.002
H -6.3228 -2.8621 17.3640  0.000
O -7.3091 0.4552 17.4631  0.001
H -6.6586 0.3494 16.7690  0.001
H -6.8351 0.8899 18.1720  0.000
O -4.1521 2.4265 12.4246  0.000
H -3.2818 2.1253 12.1639  0.000
H -4.1273 2.4324 13.3815  0.000

Entry 3:
ORCA calculation (ωB97M-V/def2-TZVPD) on C20H37N3O5PS as an isolated structure at a distorted geometry.

frontier orbital gap = 8.88 eV
net charge = +1
HOMO level = -11.039 eV
spin multiplicity = 1

Each line ends with the Mulliken charge.
CARTESIAN COORDINATES (ANGSTROEM)
N -0.8666 3.5915 -0.4400  -0.787
P 0.3539 3.7069 -1.4437  0.526
C 0.5216 2.1605 -2.5182  0.307
C 2.0166 2.0002 -2.9855  -0.018
C 3.0001 1.4788 -2.0207  -0.094
C 4.3527 1.3061 -2.4998  -0.461
N 4.8274 1.5649 -3.7433  -0.576
C 3.9070 2.0757 -4.5898  -0.386
C 2.5033 2.3265 -4.3193  -0.388
O 0.3544 0.9636 -1.6714  0.158
S 0.2701 -0.2355 -2.8548  1.357
O 1.4467 -1.0671 -2.9204  -0.549
O -0.9418 -1.0181 -2.6901  -0.674
O -0.0920 0.6651 -4.2339  -0.467
C -0.5633 1.8917 -3.6221  0.065
C -1.0777 3.0736 -4.5049  -0.911
C -2.5212 3.5554 -4.0888  -0.519
O -2.4670 4.8294 -3.4180  -0.524
H -1.3817 2.7166 -0.5541  0.286
H 0.1859 4.8791 -2.2384  0.135
H 1.5741 3.7898 -0.6912  0.109
H 2.6981 1.2339 -0.9841  0.330
H 5.0845 0.8787 -1.7693  0.326
H 4.2614 2.3130 -5.6239  0.349
H 1.8134 2.7362 -5.0850  0.305
H -1.4444 1.5428 -3.0128  0.303
H -1.1912 2.6704 -5.5509  0.408
H -0.3999 3.9595 -4.5344  0.423
H -3.0255 2.8300 -3.3868  0.387
H -3.2103 3.6228 -4.9778  0.339
H -3.2856 4.9013 -2.8953  0.308
C -0.7493 1.3093 2.9742  -1.067
C -1.6667 0.2714 3.6139  -0.236
C -0.9223 -0.8385 4.3615  -1.108
C 0.0118 -1.7215 3.5460  -0.312
N -0.6247 -2.6562 2.5140  0.639
C 0.0361 -4.0351 2.5927  -0.928
C -0.6093 -4.7009 3.7920  -0.595
C -2.0514 -4.2123 3.7754  -0.645
C -2.0826 -3.0297 2.8137  -0.547
C -0.5258 -2.0805 1.1042  -0.762
C 0.8114 -2.2470 0.3896  0.059
C 1.9940 -1.4426 0.9177  -1.258
H -0.1581 0.8834 2.1600  -0.005
H -1.3425 2.1230 2.5544  0.396
H -0.0634 1.7368 3.7087  0.376
H -2.3324 -0.1383 2.8487  0.190
H -2.3090 0.7837 4.3351  0.504
H -1.6329 -1.4531 4.9220  0.214
H -0.3068 -0.3587 5.1303  0.543
H 0.5817 -2.3443 4.2367  0.207
H 0.7358 -1.0989 3.0284  0.322
H -0.2165 -4.5687 1.6751  0.525
H 1.1153 -3.9205 2.6817  0.395
H -0.1219 -4.3919 4.7190  0.284
H -0.5390 -5.7870 3.7416  0.444
H -2.3819 -3.9262 4.7749  0.287
H -2.7319 -4.9913 3.4293  0.355
H -2.6419 -2.1764 3.1811  0.328
H -2.5378 -3.3454 1.8754  0.469
H -0.8262 -1.0335 1.1655  0.369
H -1.2734 -2.6000 0.5029  0.224
H 0.6441 -1.9324 -0.6410  0.035
H 1.0946 -3.2998 0.3255  0.282
H 1.7313 -0.3897 1.0503  0.113
H 2.8197 -1.4890 0.2055  0.461
H 2.3690 -1.8413 1.8627  0.375

Entry 4:
ORCA calculation (ωB97M-V/def2-TZVPD) on a 2-piece molecular cluster, C2H9NOS overall at a distorted geometry.

<S²> = 0.753
frontier orbital gap (spin up / spin down) = 6.16 / 1.24 eV
net charge = +1
HOMO level (spin up / spin down) = -10.999 / -10.999 eV
spin multiplicity = 2

Each line ends with the Löwdin spin population.
CARTESIAN COORDINATES (ANGSTROEM)
C 4.8547 -0.6991 1.6534  0.099
S 4.7265 -2.4989 1.6965  0.817
H 3.9484 -0.3058 1.1881  0.000
H 4.9717 -0.3964 2.7015  0.025
H 5.6886 -0.2350 0.9548  0.033
H 3.5131 -2.5475 1.0742  0.026
N -5.4982 2.2457 -0.7761  0.000
C -4.2652 2.1602 -1.5673  0.000
O -4.4979 1.2539 -2.6701  0.000
H -5.4813 1.7616 0.1119  0.000
H -6.1461 1.7543 -1.4038  0.000
H -3.9483 3.0830 -2.0714  0.000
H -3.4060 1.9604 -0.9439  0.000
H -3.7240 0.6793 -2.7572  0.000

Entry 5:
ORCA calculation (ωB97M-V/def2-TZVPD) on one molecule with the formula C14H16ClN3O.

SMILES = O=C(Cc1ccc(Cl)cc1)NCCCn1ccnc1
frontier orbital gap = 9.22 eV
HOMO level = -8.718 eV
spin multiplicity = 1

Each line ends with the Mulliken charge.
CARTESIAN COORDINATES (ANGSTROEM)
O 1.1316 2.4408 0.7819  -0.654
C 0.2129 2.0721 0.0889  0.595
C -1.2161 2.6021 0.2408  -1.043
C -2.2185 1.4882 0.2069  0.118
C -3.0520 1.2966 -0.8893  -0.104
C -3.9437 0.2389 -0.9303  -0.693
C -3.9990 -0.6437 0.1356  0.371
Cl -5.1061 -1.9722 0.0900  -0.216
C -3.1764 -0.4724 1.2387  -0.776
C -2.2932 0.5899 1.2674  -0.150
N 0.3495 1.1822 -0.9219  -0.013
C 1.5800 0.4675 -1.1616  -0.924
C 1.5290 -0.9498 -0.5835  -0.135
C 2.8008 -1.7455 -0.8972  -1.057
N 3.9633 -1.1855 -0.2662  0.240
C 4.8400 -0.2856 -0.8067  -0.231
C 5.7553 -0.0164 0.1685  -0.525
N 5.4594 -0.7231 1.2897  -0.653
C 4.3874 -1.4044 1.0022  -0.037
H -1.3998 3.3134 -0.5669  0.355
H -1.2600 3.1386 1.1895  0.311
H -3.0137 1.9867 -1.7203  0.369
H -4.5917 0.1004 -1.7814  0.418
H -3.2308 -1.1640 2.0645  0.424
H -1.6498 0.7281 2.1234  0.463
H -0.4803 0.8503 -1.3894  0.301
H 2.3751 1.0411 -0.6792  0.419
H 1.7642 0.4287 -2.2402  0.238
H 1.3986 -0.8845 0.4983  0.253
H 0.6712 -1.4834 -0.9998  0.360
H 2.6777 -2.7746 -0.5458  0.396
H 2.9671 -1.7656 -1.9785  0.367
H 4.7451 0.0659 -1.8136  0.413
H 6.6042 0.6361 0.1353  0.417
H 3.8888 -2.0751 1.6736  0.382

Entry 6:
ORCA calculation (ωB97M-V/def2-TZVPD) on one molecule with the formula C5H8O at a distorted geometry.

SMILES = C1OC[C@H]2C[C@@H]12
frontier orbital gap = 10.77 eV
HOMO level = -9.642 eV
spin multiplicity = 1

Each line ends with the Mulliken charge.
CARTESIAN COORDINATES (ANGSTROEM)
C -0.8210 -1.2041 -0.0895  -0.747
O -1.5385 -0.0965 0.4754  -0.383
C -0.9006 1.1125 0.0061  -0.455
C 0.5449 0.7754 -0.3143  -0.119
C 1.3085 -0.0457 0.7347  -0.724
C 0.5790 -0.6470 -0.4186  -0.103
H -0.6678 -1.9574 0.6279  0.359
H -1.3330 -1.5755 -0.9447  0.342
H -1.3195 1.4825 -1.0028  0.251
H -1.2315 1.9523 0.7006  0.279
H 1.0760 1.4756 -0.9682  0.330
H 2.3907 -0.0894 0.6647  0.296
H 0.7281 -0.1261 1.6972  0.213
H 1.1847 -1.0566 -1.1686  0.461

Entry 7:
ORCA calculation (ωB97M-V/def2-TZVPD) on C15H7N3O9PdS2 as an isolated structure at a distorted geometry.

frontier orbital gap (spin up / spin down) = 4.13 / 4.13 eV
net charge = -2
HOMO level (spin up / spin down) = -0.546 / -0.545 eV
spin multiplicity = 1

Each line ends with the Mulliken charge.
CARTESIAN COORDINATES (ANGSTROEM)
Pd 0.7156 -0.3337 0.7723  0.460
N -2.8715 1.4538 0.0613  -0.027
C -2.0698 2.3579 -0.6264  0.311
C -2.2901 3.6441 -1.1097  -1.147
C -1.2328 4.2364 -1.7759  -0.349
C -0.0081 3.5742 -1.9692  -0.737
C 0.2063 2.2929 -1.4992  -0.529
C -0.8546 1.7012 -0.8179  0.844
N -0.9198 0.4330 -0.2490  -0.486
C -2.1103 0.3392 0.2867  0.561
C -2.5482 -0.7949 1.1115  -0.067
C -3.6662 -0.8651 1.8914  -0.278
S -3.6395 -2.3274 2.7724  -0.211
C -2.1208 -2.7205 2.0473  -0.152
N -1.6988 -1.8594 1.1902  -0.099
H -3.7318 1.6602 0.5320  0.241
H -3.2291 4.1620 -0.9620  0.362
H -1.3510 5.2424 -2.1608  0.348
H 0.7872 4.0841 -2.4972  0.426
H 1.1341 1.7422 -1.6210  0.641
H -4.4551 -0.1429 2.0173  0.308
H -1.5792 -3.6186 2.2992  0.464
O 5.2870 -3.2288 -2.6037  -0.715
C 4.2529 -2.7838 -2.1263  0.451
C 3.7548 -1.3754 -2.2265  0.171
O 4.2389 -0.4789 -2.9242  -0.788
C 2.5914 -1.3034 -1.3642  0.728
C 2.2835 -2.5867 -0.7859  0.514
O 1.3229 -2.7730 -0.0220  -0.714
C 3.2429 -3.5717 -1.3339  0.178
O 3.2086 -4.7905 -1.2222  -0.723
O 1.8651 -0.2817 -1.1398  -0.672
O 0.2337 0.7553 2.5048  -0.670
S 1.0975 -0.2425 3.2994  1.326
O 1.7285 0.3838 4.4342  -0.672
O 2.1264 -0.5724 2.1866  -0.683
O 0.2996 -1.4116 3.6303  -0.617

Entry 8:
ORCA calculation (ωB97M-V/def2-TZVPD) on one molecule with the formula C3H8N2Si at a distorted geometry.

SMILES = [SiH3][C@H]1CCN=N1
frontier orbital gap = 10.33 eV
HOMO level = -9.473 eV
spin multiplicity = 1

Each line ends with the Mulliken charge.
CARTESIAN COORDINATES (ANGSTROEM)
Si 1.8832 -0.3017 -0.7094  0.299
C 0.0546 -0.7049 -0.2675  -0.074
C -0.5558 -0.0921 0.9784  -0.561
C -1.5574 0.9020 0.3349  -0.397
N -1.5256 0.6093 -1.1273  -0.366
N -0.6872 -0.2831 -1.3916  -0.215
H 1.9617 -0.5027 -2.1746  -0.074
H 2.6480 -1.3131 -0.0458  -0.105
H 2.1744 1.1222 -0.1402  -0.071
H 0.0225 -1.7438 -0.1358  0.426
H 0.1450 0.3540 1.8254  0.271
H -1.0174 -0.8371 1.6424  0.268
H -2.4712 0.8096 0.8052  0.372
H -1.0747 1.9815 0.4058  0.226

no.,calculated total energy (eV),M (g/mol)
1,-42311.0516,424.27
2,-71879.5052,822.49
3,-56161.6425,462.57
4,-16582.1664,95.17
5,-33818.7025,277.75
6,-7360.4114,84.12
7,-63717.7960,543.79
8,-14095.9176,100.20